51
Properties=species:S:1:pos:R:3:nbo_charge:R:1 method="wB97M-V/def2-TZVPD" molar_mass_g_mol=338.45 e_homo_ha=-0.3136 spin_multiplicity=1 e_lumo_ev=0.640 fmax_ev_per_a=0.524 smiles="O=C1CCN(CCc2ccccc2)CCN1CCOc1ccccc1" relative_energy_kj_mol=205.55 gap_ha=0.3371 e_tot_ev=-29274.266
O -1.69030 -3.76869 -0.45058 -0.628
C -0.95878 -2.98777 0.12622 0.687
N -1.39995 -1.78118 0.56335 -0.449
C -0.52692 -0.80404 1.17236 -0.225
H -0.05437 -1.22107 2.06766 0.213
C 0.58026 -0.29864 0.23973 -0.233
N 1.73703 -1.17085 0.25975 -0.453
C 1.47281 -2.44060 -0.39202 -0.205
H 1.08740 -2.30660 -1.41880 0.171
C 0.49512 -3.31023 0.40602 -0.512
H 0.63626 -4.35259 0.11714 0.244
H 0.71376 -3.20974 1.46954 0.226
H 2.42172 -2.97761 -0.45831 0.207
C 2.92932 -0.50684 -0.24281 -0.201
H 3.65795 -1.27090 -0.52223 0.201
C 3.57076 0.38130 0.83411 -0.445
C 4.87024 0.93830 0.32930 0.081
C 6.05611 0.23614 0.50263 -0.252
C 7.24822 0.73006 0.00404 -0.191
C 7.26942 1.93368 -0.67975 -0.225
C 6.09278 2.63984 -0.86073 -0.202
C 4.90222 2.14357 -0.36019 -0.248
H 3.98652 2.70054 -0.50208 0.207
H 6.10259 3.58028 -1.39231 0.213
H 8.19963 2.32070 -1.06854 0.213
H 8.16352 0.17510 0.14986 0.211
H 6.04375 -0.70292 1.03762 0.208
H 2.89808 1.19833 1.09844 0.203
H 3.73480 -0.22857 1.72321 0.218
H 2.71985 0.09482 -1.14290 0.172
H 0.17485 -0.18482 -0.78278 0.171
H 0.89548 0.68488 0.59166 0.205
H -1.14663 0.03851 1.48331 0.212
C -2.77224 -1.41281 0.29513 -0.246
C -2.91794 -0.62719 -1.02140 -0.073
O -4.23548 -0.17852 -1.22414 -0.489
C -4.70124 0.89695 -0.52614 0.299
C -6.05599 1.18221 -0.70733 -0.258
C -6.63717 2.25803 -0.07064 -0.186
C -5.88150 3.07162 0.75975 -0.247
C -4.53991 2.79523 0.93906 -0.204
C -3.94525 1.71613 0.30507 -0.273
H -2.89299 1.53676 0.46423 0.200
H -3.93911 3.42335 1.58090 0.211
H -6.33562 3.91296 1.26025 0.213
H -7.68634 2.46401 -0.22124 0.215
H -6.62742 0.53978 -1.35824 0.225
H -2.20748 0.20902 -1.05463 0.162
H -2.70954 -1.29635 -1.86009 0.210
H -3.35400 -2.33409 0.21362 0.245
H -3.16048 -0.82138 1.12896 0.200

***

51
Properties=species:S:1:pos:R:3:nbo_charge:R:1 method="wB97M-V/def2-TZVPD" molar_mass_g_mol=338.45 e_homo_ha=-0.2865 spin_multiplicity=1 e_lumo_ev=0.686 fmax_ev_per_a=0.511 smiles="CC[C@H](C(=O)N1CCN(c2ccccc2OC)CC1)c1ccccc1" relative_energy_kj_mol=209.55 gap_ha=0.3117 e_tot_ev=-29274.224
C -2.77324 1.34819 -4.32876 -0.608
C -1.26610 1.54120 -4.22677 -0.377
H -1.04427 2.60471 -4.13356 0.223
H -0.78026 1.16571 -5.13082 0.203
C -0.67601 0.80793 -3.01214 -0.349
C 0.82749 0.76121 -3.11742 -0.009
C 1.48133 -0.39128 -3.53396 -0.217
C 2.85964 -0.41505 -3.65451 -0.204
C 3.60225 0.71462 -3.35746 -0.220
C 2.95879 1.86930 -2.94463 -0.217
C 1.58080 1.89332 -2.82803 -0.174
H 1.08032 2.79567 -2.50874 0.215
H 3.53280 2.75487 -2.71404 0.213
H 4.67815 0.69587 -3.44921 0.214
H 3.35470 -1.31819 -3.98070 0.213
H 0.90753 -1.27732 -3.76854 0.208
C -1.06567 1.51978 -1.71814 0.712
O -1.58288 2.62188 -1.70499 -0.645
N -0.78167 0.86994 -0.56420 -0.446
C -0.08907 -0.39710 -0.44791 -0.225
H 0.99256 -0.26186 -0.57555 0.203
C -0.37077 -1.03888 0.90594 -0.212
N 0.08978 -0.19797 2.00252 -0.447
C -0.34456 -0.57975 3.27862 0.099
C -1.13871 0.22487 4.08837 -0.237
C -1.51100 -0.17040 5.36231 -0.226
C -1.10782 -1.39710 5.84573 -0.218
C -0.32411 -2.22546 5.05621 -0.303
C 0.06845 -1.83227 3.78741 0.346
O 0.86615 -2.58889 2.96931 -0.516
C 1.36114 -3.81122 3.45536 -0.250
H 1.99246 -4.20785 2.66111 0.199
H 0.55424 -4.52246 3.66244 0.175
H 1.96414 -3.67282 4.35846 0.178
H -0.01210 -3.17838 5.45333 0.215
H -1.39530 -1.72042 6.83444 0.213
H -2.12670 0.47995 5.96504 0.213
H -1.48878 1.17705 3.72002 0.210
C 0.13620 1.20675 1.65099 -0.223
H 0.10114 1.81986 2.54990 0.220
C -0.98776 1.57858 0.68907 -0.238
H -0.99514 2.64894 0.46944 0.243
H -1.96103 1.31025 1.11827 0.192
H 1.09741 1.40366 1.15806 0.197
H -1.45364 -1.22738 0.98850 0.173
H 0.14506 -2.00017 0.95864 0.228
H -0.43482 -1.08205 -1.22460 0.214
H -1.07656 -0.21119 -3.00075 0.220
H -3.25929 1.74943 -3.44371 0.222
H -3.16105 1.86956 -5.20058 0.211
H -3.02419 0.29238 -4.41978 0.192

***

51
Properties=species:S:1:pos:R:3:nbo_charge:R:1 method="wB97M-V/def2-TZVPD" molar_mass_g_mol=338.45 e_homo_ha=-0.2767 spin_multiplicity=1 e_lumo_ev=0.620 fmax_ev_per_a=0.573 smiles="CC(C)(C)c1ccc(C(=O)Nc2ccc(N3CCOCC3)cc2)cc1" relative_energy_kj_mol=174.12 gap_ha=0.2995 e_tot_ev=-29274.591
C 4.01961 3.19100 0.96760 -0.608
H 3.68740 2.92276 1.96785 0.209
H 4.11807 4.27391 0.92622 0.213
H 5.00098 2.75817 0.78876 0.211
C 3.01364 2.73047 -0.09056 -0.066
C 2.81219 1.22347 -0.09285 -0.001
C 3.47144 0.36872 0.78239 -0.231
C 3.22882 -0.99383 0.77222 -0.161
C 2.30062 -1.53875 -0.10304 -0.153
C 1.66586 -0.70016 -1.01356 -0.195
C 1.92274 0.65484 -1.00352 -0.164
H 1.41073 1.27889 -1.72058 0.202
H 0.97248 -1.10972 -1.73381 0.220
C 2.03417 -3.00456 -0.08842 0.667
O 2.91538 -3.84128 -0.10633 -0.597
N 0.72121 -3.37396 -0.09166 -0.612
C -0.41032 -2.56217 0.07688 0.108
C -1.55969 -2.81039 -0.66814 -0.217
C -2.66597 -1.99811 -0.54863 -0.238
C -2.67106 -0.89114 0.31014 0.154
C -1.53242 -0.69102 1.09742 -0.223
C -0.43160 -1.51650 0.99224 -0.219
H 0.42619 -1.33580 1.62089 0.225
H -1.48438 0.11985 1.80617 0.205
N -3.81159 -0.10286 0.40886 -0.431
C -4.48491 0.32296 -0.80526 -0.238
H -4.40818 -0.43517 -1.58107 0.211
C -3.86894 1.63578 -1.31197 -0.085
H -4.41158 2.01220 -2.18057 0.195
O -3.94018 2.65093 -0.33615 -0.525
C -3.28778 2.26060 0.85374 -0.087
C -3.89129 0.95752 1.39425 -0.246
H -3.41026 0.65222 2.32195 0.212
H -4.95459 1.12634 1.59823 0.204
H -3.42682 3.08153 1.55897 0.196
H -2.21260 2.12371 0.65944 0.165
H -2.81731 1.45416 -1.58850 0.163
H -5.54159 0.48582 -0.56958 0.200
H -3.54606 -2.23611 -1.12551 0.212
H -1.58277 -3.64908 -1.34923 0.214
H 0.55777 -4.36132 -0.24610 0.410
H 3.74890 -1.64536 1.45892 0.226
H 4.18691 0.75265 1.49098 0.217
C 3.52952 3.17468 -1.46627 -0.598
H 3.69727 4.24960 -1.47322 0.207
H 4.46977 2.67671 -1.69318 0.213
H 2.81980 2.93696 -2.25362 0.206
C 1.66559 3.40503 0.20438 -0.597
H 1.78490 4.48604 0.22988 0.208
H 1.28480 3.07715 1.16978 0.209
H 0.92606 3.16283 -0.55397 0.207